No. 1
{"formula": "C3H14F4HgN2O12S4", "method": "ωB97M-V with the def2-TZVPD basis set", "symbols": ["Hg", "N", "S", "O", "O", "F", "S", "O", "O", "F", "N", "S", "O", "O", "F", "S", "O", "O", "F", "C", "O", "H", "H", "H", "H", "O", "H", "H", "O", "H", "H", "C", "C", "O", "H", "H", "H", "H", "H", "H"], "positions_angstrom": [[0.32, -0.61, -0.32], [0.71, 1.48, -0.89], [0.16, 2.63, -1.79], [0.81, 2.82, -3.03], [-0.43, 3.84, -1.22], [-1.19, 1.87, -2.23], [1.74, 2.60, -0.22], [1.31, 3.61, 0.72], [2.87, 2.94, -1.03], [2.50, 1.56, 0.65], [1.04, -0.91, 1.82], [0.88, 0.28, 2.95], [2.03, 1.14, 3.26], [-0.03, 0.00, 4.02], [-0.09, 1.15, 2.00], [1.95, -1.77, 2.71], [1.31, -2.46, 3.81], [3.39, -1.46, 2.87], [1.96, -3.07, 1.79], [0.05, -0.38, -3.68], [-0.56, -0.90, -2.47], [1.04, -0.06, -3.35], [0.13, -1.20, -4.39], [-0.51, 0.46, -4.11], [-1.43, -1.24, -2.72], [-0.53, -2.79, -0.39], [-1.34, -3.29, -0.39], [0.13, -3.41, -0.09], [2.21, -1.64, -1.18], [2.96, -1.10, -1.45], [2.33, -2.46, -1.66], [-3.31, 0.96, 1.48], [-2.54, -0.38, 1.34], [-1.83, -0.18, 0.06], [-3.88, 1.03, 0.55], [-2.59, 1.76, 1.63], [-4.12, 0.92, 2.21], [-3.11, -1.29, 1.16], [-1.77, -0.56, 2.08], [-2.55, 0.11, -0.51]], "gap_ev": 9.0, "e_homo_ha": -0.393}

No. 2
{"formula": "C14H10Cl3GeNNiO6", "method": "ωB97M-V with the def2-TZVPD basis set", "symbols": ["Ni", "O", "C", "O", "C", "C", "C", "C", "C", "N", "C", "O", "O", "H", "H", "H", "H", "H", "O", "C", "O", "C", "C", "C", "C", "C", "C", "H", "H", "H", "H", "H", "Cl", "Ge", "Cl", "Cl"], "positions_angstrom": [[0.24, 0.20, -0.50], [-0.24, 0.04, 3.61], [-0.27, 0.13, 2.31], [0.63, -0.22, 1.57], [-1.53, 0.70, 1.74], [-2.68, 1.04, 2.42], [-3.74, 1.54, 1.68], [-3.63, 1.68, 0.30], [-2.44, 1.31, -0.30], [-1.44, 0.84, 0.43], [-2.07, 1.35, -1.76], [-2.90, 1.82, -2.65], [-0.99, 0.91, -2.10], [0.60, -0.32, 3.93], [-2.74, 0.91, 3.49], [-4.67, 1.81, 2.18], [-4.46, 2.07, -0.27], [-3.72, 2.17, -2.29], [-0.52, -3.52, -1.87], [-0.15, -2.52, -1.30], [-0.79, -1.54, -0.78], [1.40, -2.34, -1.10], [1.93, -1.06, -1.26], [3.28, -0.84, -1.00], [4.08, -1.89, -0.59], [3.54, -3.17, -0.45], [2.18, -3.40, -0.70], [1.35, -0.28, -1.79], [3.71, 0.15, -1.13], [5.13, -1.73, -0.40], [4.17, -4.00, -0.16], [1.75, -4.38, -0.59], [1.25, 2.94, 1.81], [1.13, 2.51, -0.32], [2.98, 3.17, -1.16], [-0.37, 3.93, -1.00]], "gap_ev": [4.9, 7.3], "s_squared": 1.1905, "e_homo_ha": [-0.438, -0.440], "spin_multiplicity": 2, "total_charge": 1}

No. 3
{"formula": "C2H5NS2", "method": "ωB97M-V with the def2-TZVPD basis set", "symbols": ["C", "C", "H", "H", "H", "H", "H", "N", "S", "S"], "positions_angstrom": [[-1.28, 0.96, 0.15], [0.07, 0.27, 0.23], [-1.35, -1.31, -0.74], [-1.37, 1.91, -0.59], [-1.31, 1.15, 1.29], [0.23, -0.70, 0.85], [3.34, -0.17, -0.90], [1.08, 0.71, -0.40], [-2.46, -0.48, -0.06], [2.47, -0.35, 0.11]], "gap_ev": 9.6, "smiles": "SC/C=N/S", "e_homo_ha": -0.336}

No. 4
{"formula": "C7H10", "method": "ωB97M-V with the def2-TZVPD basis set", "symbols": ["C", "C", "C", "C", "C", "C", "C", "H", "H", "H", "H", "H", "H", "H", "H", "H", "H"], "positions_angstrom": [[-1.73, -0.53, 0.70], [-0.28, -0.25, 0.47], [0.53, 0.67, 1.26], [0.66, 1.06, -0.20], [1.12, 0.00, -1.17], [0.69, -1.18, -0.28], [-0.22, 0.37, -1.74], [-1.84, -1.25, 1.53], [-2.26, 0.38, 1.00], [-2.19, -0.94, -0.20], [1.41, 0.32, 1.79], [-0.05, 1.40, 1.82], [0.58, 2.12, -0.45], [2.06, 0.05, -1.71], [1.45, -1.59, 0.38], [0.21, -1.97, -0.86], [-0.13, 1.31, -2.31]], "gap_ev": 8.4, "e_homo_ha": -0.275}

No. 5
{"formula": "C4H15N2O", "method": "ωB97M-V with the def2-TZVPD basis set", "symbols": ["N", "C", "C", "C", "N", "C", "H", "H", "H", "H", "H", "H", "H", "H", "H", "H", "H", "H", "H", "H", "H", "O"], "positions_angstrom": [[0.66, 0.54, -0.87], [0.53, -0.63, 0.05], [-0.82, -1.31, -0.15], [0.72, -0.04, 1.47], [0.04, 1.29, 1.48], [-1.42, 1.14, 1.92], [-0.01, 0.53, -1.64], [0.47, 1.35, -0.24], [1.59, 0.56, -1.28], [1.30, -1.37, -0.13], [-0.95, -2.12, 0.56], [-0.82, -1.82, -1.12], [-1.68, -0.65, -0.08], [0.36, -0.68, 2.27], [1.79, 0.19, 1.53], [0.44, 1.78, 2.27], [-1.78, 0.12, 1.87], [-1.52, 1.59, 2.89], [-1.99, 1.74, 1.21], [0.46, -1.13, -4.30], [1.76, -0.54, -4.04], [0.88, -0.54, -3.65]], "gap_ev": 11.2, "e_homo_ha": -0.517, "total_charge": 1}

No. 6
{"formula": "C22H33B2BrF8N4O3Sn", "method": "ωB97M-V with the def2-TZVPD basis set", "symbols": ["Sn", "C", "N", "C", "C", "C", "N", "C", "C", "H", "H", "H", "H", "H", "H", "H", "H", "H", "H", "H", "H", "H", "H", "H", "H", "C", "O", "C", "C", "C", "Br", "C", "C", "C", "O", "C", "N", "C", "C", "C", "C", "C", "C", "N", "H", "H", "H", "H", "H", "H", "H", "H", "H", "H", "H", "F", "B", "F", "F", "F", "F", "B", "F", "F", "F", "C", "C", "O", "H", "H", "H", "H", "H", "H"], "positions_angstrom": [[-0.09, 0.65, 0.13], [-0.84, -3.00, 0.44], [-1.14, -1.90, 1.36], [-0.21, -1.92, 2.50], [-2.51, -1.95, 1.85], [-3.56, -1.73, 0.77], [-3.68, -0.37, 0.27], [-3.99, -0.18, -1.12], [-4.05, 0.69, 1.19], [-1.03, -3.98, 0.90], [0.21, -2.96, 0.16], [-1.42, -2.93, -0.47], [-0.33, -2.82, 3.11], [-0.37, -1.05, 3.13], [0.81, -1.92, 2.12], [-2.61, -1.21, 2.65], [-2.73, -2.93, 2.30], [-4.54, -1.98, 1.19], [-3.39, -2.38, -0.08], [-5.08, -0.27, -1.24], [-3.50, -0.93, -1.73], [-3.70, 0.83, -1.44], [-5.14, 0.60, 1.36], [-3.85, 1.66, 0.76], [-3.53, 0.59, 2.14], [2.42, 0.90, 2.73], [2.30, 0.57, 1.32], [3.47, 0.25, 0.67], [4.69, 0.11, 1.29], [5.82, -0.18, 0.53], [7.48, -0.36, 1.40], [5.74, -0.33, -0.83], [4.49, -0.21, -1.47], [3.35, 0.09, -0.72], [2.10, 0.32, -1.22], [4.50, -0.37, -2.91], [5.59, -0.07, -3.65], [5.25, -0.32, -4.91], [6.03, -0.16, -6.10], [5.45, -0.53, -7.27], [4.12, -1.03, -7.30], [3.33, -1.20, -6.16], [3.91, -0.82, -4.98], [3.47, -0.82, -3.67], [3.12, 1.73, 2.85], [2.76, 0.03, 3.29], [1.44, 1.21, 3.06], [4.79, 0.23, 2.35], [6.62, -0.54, -1.42], [2.04, 0.24, -2.19], [7.04, 0.23, -6.04], [6.00, -0.44, -8.20], [3.69, -1.30, -8.26], [2.32, -1.60, -6.22], [2.64, -1.31, -3.35], [0.01, 2.73, 1.21], [-1.00, 2.64, 2.27], [-2.10, 3.34, 1.89], [-1.36, 1.20, 2.21], [-0.46, 2.92, 3.47], [-1.05, -0.80, -1.57], [-0.65, -1.13, -2.95], [-1.54, -2.02, -3.45], [-0.61, 0.10, -3.62], [0.66, -1.65, -2.86], [-1.77, 3.64, -3.06], [-0.81, 3.39, -1.93], [-0.62, 1.95, -1.73], [-1.95, 4.71, -3.15], [-2.73, 3.16, -2.89], [-1.36, 3.29, -4.01], [-1.19, 3.78, -0.98], [0.16, 3.84, -2.12], [-0.76, 1.46, -2.56]], "gap_ev": [5.6, 5.0], "e_homo_ha": [-0.512, -0.511], "total_charge": 2}

Number 1: largest force on an atom 10.5 eV Å⁻¹, molar mass 675.00 g/mol. Number 2: largest force on an atom 3.0 eV Å⁻¹, molar mass 525.90 g/mol. Number 3: largest force on an atom 3.4 eV Å⁻¹, molar mass 107.20 g/mol. Number 4: largest force on an atom 0.6 eV Å⁻¹, molar mass 94.16 g/mol. Number 5: largest force on an atom 2.0 eV Å⁻¹, molar mass 107.18 g/mol. Number 6: largest force on an atom 0.5 eV Å⁻¹, molar mass 773.75 g/mol.